Arrangement P

Entry from OMol25: a single C4H8O4 molecule (ωB97M-V/def2-TZVPD).

The geometry in XYZ format:
```
16
Properties=species:S:1:pos:R:3
C -1.35168 0.49936 1.77325
C -0.10231 -0.05735 1.16854
O 0.48580 -1.06494 1.52166
O 0.55411 0.97428 0.38669
C 0.94029 0.32252 -0.75435
C -0.45335 -0.63859 -1.22428
O 2.02748 -0.50847 -0.61196
O 1.15503 1.20027 -1.78683
H -1.66580 1.42494 1.29126
H -1.15396 0.71009 2.82678
H -2.14816 -0.24166 1.68549
H -0.90028 -1.44793 -0.64405
H -0.04176 -1.16471 -2.08911
H -1.21108 0.06550 -1.57657
H 1.76694 -1.19849 0.03311
H 2.09872 1.12518 -1.99963
```

- M (g mol⁻¹) = 120.104
- lowest unoccupied orbital energy (eV) = 0.755
- SMILES = CC(=O)OC(C)(O)O


Arrangement Q

Entry from OMol25: 2 unconnected molecules or ions with the total composition C4H8O4 (ωB97M-V/def2-TZVPD).

The geometry in XYZ format:
```
16
Properties=species:S:1:pos:R:3
C -1.88460 6.13220 4.04272
O -2.48687 5.02904 3.42600
C -2.41946 3.81594 4.03750
O -1.84330 3.54189 5.09088
H -2.07580 6.06859 5.12716
H -2.33807 7.06177 3.65947
H -0.79471 6.17927 3.87981
H -2.99789 3.07472 3.45126
C 5.84880 0.81179 3.27404
O 5.09220 0.19197 2.26137
C 3.94133 0.71659 1.84770
O 3.52193 1.83058 2.22097
H 6.91903 0.80451 3.00727
H 5.69287 0.12369 4.12187
H 5.57259 1.83099 3.59273
H 3.42695 0.05204 1.12558
```

- M (g mol⁻¹) = 120.104
- lowest unoccupied orbital energy (eV) = 0.868
- SMILES = COC=O.COC=O


On energetic grounds, arrangement P is preferred over the next structure by 0.141 eV.


Arrangement P

Entry from OMol25: 2 unconnected molecules or ions with the total composition C4H8O4 (ωB97M-V/def2-TZVPD).

The geometry in XYZ format:
```
16
Properties=species:S:1:pos:R:3
C -2.45422 1.59293 3.22936
O -3.74050 1.02556 2.97295
C -4.66841 1.87691 2.55590
O -4.54756 3.10541 2.45978
H -2.05261 2.17018 2.37959
H -1.80134 0.72087 3.40217
H -2.43438 2.23102 4.12883
H -5.57729 1.27396 2.36082
C 3.13009 -2.72380 -3.03500
O 2.87831 -1.40563 -2.77295
C 3.67841 -0.47978 -2.70134
O 4.85604 -0.63026 -2.82370
H 3.02342 -2.77996 -4.13139
H 2.42494 -3.43698 -2.57593
H 4.15731 -3.02200 -2.76572
H 3.12778 0.48156 -2.68335
```

- M (g mol⁻¹) = 120.104
- lowest unoccupied orbital energy (eV) = 0.751
- SMILES = COC=O.COC=O


Arrangement Q

Entry from OMol25: a single C4H8O4 molecule (ωB97M-V/def2-TZVPD).

The geometry in XYZ format:
```
16
Properties=species:S:1:pos:R:3
C -1.85306 0.43390 -0.32682
C -0.53663 -0.20883 0.18755
O -0.45475 -1.56067 -0.26605
O -0.52207 -0.31139 1.56156
C 0.72329 0.60615 -0.28598
O 1.15986 1.32108 0.81509
C 1.76660 -0.43247 -0.69804
O 2.78841 -0.51950 -0.06088
H -2.54486 -0.18580 0.17286
H -1.98758 0.20046 -1.42123
H -1.77149 1.52109 -0.22737
H -1.19568 -1.90864 0.26948
H 0.34823 -0.46109 1.87118
H 0.62275 1.34479 -1.09411
H 2.07688 1.25269 0.88665
H 1.38010 -1.09179 -1.38389
```

- M (g mol⁻¹) = 120.104
- lowest unoccupied orbital energy (eV) = 0.758
- SMILES = CC(O)(O)[C@@H](O)C=O


On energetic grounds, arrangement P is preferred over the next structure by 0.092 eV.


Arrangement P

Entry from OMol25: a single C2H3NOS2 molecule (ωB97M-V/def2-TZVPD).

The geometry in XYZ format:
```
9
Properties=species:S:1:pos:R:3
O -1.44115 1.89808 0.37981
N -0.94412 0.83410 0.08704
C 0.29189 0.62015 0.06864
C 0.90571 -0.74692 -0.14062
S -0.47588 -1.87573 0.30912
S -2.08287 -0.34858 -0.41534
H 0.83966 1.52643 0.37594
H 1.17057 -0.94494 -1.14911
H 1.73620 -0.96258 0.48452
```

- M (g mol⁻¹) = 121.186
- lowest unoccupied orbital energy (eV) = -1.143
- SMILES = [O-][N+]1=CCSS1


Arrangement Q

Entry from OMol25: a single C2H3NOS2 molecule (ωB97M-V/def2-TZVPD).

The geometry in XYZ format:
```
9
Properties=species:S:1:pos:R:3
O 0.70708 0.28351 1.18790
C -0.18981 -0.65648 0.84746
S -0.87092 -1.85041 1.89739
C -0.89573 -0.20424 -0.31919
N -0.36027 0.51808 -1.17737
S 1.19914 1.11928 -1.32360
H 1.36370 -0.16118 1.84873
H -2.04670 -0.43461 -0.27693
H 1.09350 1.38604 -2.68438
```

- M (g mol⁻¹) = 121.186
- lowest unoccupied orbital energy (eV) = -1.051
- SMILES = OC(=S)/C=N\S


Arrangement R

Entry from OMol25: a single C2H3NOS2 molecule (ωB97M-V/def2-TZVPD).

The geometry in XYZ format:
```
9
Properties=species:S:1:pos:R:3
O -2.37300 -0.50193 1.37780
N -1.60241 0.29629 0.88289
C -0.96778 -0.01711 -0.33094
C 0.74826 -0.20378 0.30035
S 1.57852 1.01009 0.90021
S 1.28432 -1.92280 0.20193
H -0.89818 0.70868 -1.14002
H -1.17714 -0.90895 -0.82563
H 2.39734 -1.70860 0.64405
```

- M (g mol⁻¹) = 121.186
- lowest unoccupied orbital energy (alpha / beta) (eV) = -0.867 / -0.866
- SMILES = O=NCC(=S)S


On energetic grounds, arrangement Q is preferred over the next structure by 1.446 eV.


Arrangement P

Entry from OMol25: a single C2H3NOS2 molecule (ωB97M-V/def2-TZVPD).

The geometry in XYZ format:
```
9
Properties=species:S:1:pos:R:3
O -2.39602 -0.69009 -0.18757
C -1.23654 -0.26728 -0.32047
N -0.24405 -1.10202 -0.12317
S 1.38088 -0.61510 -0.53323
C 0.94306 0.91321 0.33482
S -0.56840 1.44905 -0.53331
H -0.31556 -2.07465 -0.14355
H 0.65116 0.81966 1.50081
H 1.78547 1.56721 0.00567
```

- M (g mol⁻¹) = 121.186
- lowest unoccupied orbital energy (eV) = 0.115
- SMILES = O=C1NSCS1


Arrangement Q

Entry from OMol25: a single C2H3NOS2 molecule (ωB97M-V/def2-TZVPD).

The geometry in XYZ format:
```
9
Properties=species:S:1:pos:R:3
O -1.58704 -0.39014 -0.12167
N -0.18107 0.04009 -0.23126
C 0.75126 -1.05847 -0.03991
S 2.33584 -0.75254 -0.14234
C -0.15069 1.33175 -0.22972
S 1.35177 2.00086 0.00922
H -1.59935 -0.86298 0.91084
H 0.16348 -2.16334 0.31191
H -1.08420 1.85477 -0.46708
```

- M (g mol⁻¹) = 121.186
- lowest unoccupied orbital energy (eV) = -0.931
- SMILES = ON(C=S)C=S


Arrangement R

Entry from OMol25: a single C2H3NOS2 molecule (ωB97M-V/def2-TZVPD).

The geometry in XYZ format:
```
9
Properties=species:S:1:pos:R:3
C 0.87286 -0.22967 0.03599
C 2.13226 0.26192 0.04471
N -0.10940 0.72395 -0.00613
O -4.26358 -0.34223 -0.02181
S -1.63824 0.88648 0.10595
S -2.92958 -0.85951 0.01052
H 0.47354 -1.33337 -0.16817
H 3.07381 -0.36851 -0.11466
H 2.38833 1.26095 0.11360
```

- M (g mol⁻¹) = 121.186
- lowest unoccupied orbital energy (alpha / beta) (eV) = -1.174 / -1.217


On energetic grounds, arrangement P is preferred over the next structure by 2.663 eV.


Arrangement P

Entry from OMol25: a single C5H13N molecule (ωB97M-V/def2-TZVPD).

The geometry in XYZ format:
```
19
Properties=species:S:1:pos:R:3
C -2.68033 -0.32864 0.10075
C -1.36770 0.12408 0.74739
C -0.27371 0.50612 -0.30757
N 1.02471 0.04674 0.22714
C 1.31289 -1.30414 -0.31602
C 2.00639 1.02734 -0.23394
H -3.04164 0.40848 -0.63780
H -2.52364 -1.26217 -0.44300
H -3.57384 -0.40950 0.72865
H -0.93707 -0.81279 1.11167
H -1.47687 0.80564 1.57783
H -0.34117 1.55606 -0.57939
H -0.47706 0.01337 -1.27951
H 0.58324 -2.03670 0.02564
H 2.25432 -1.67026 0.10024
H 1.41011 -1.11718 -1.39449
H 3.08446 0.85222 -0.08665
H 1.86835 1.37044 -1.27035
H 1.98065 1.85494 0.49506
```

- M (g mol⁻¹) = 87.166
- lowest unoccupied orbital energy (eV) = 1.171
- SMILES = CCCN(C)C


Arrangement Q

Entry from OMol25: 2 unconnected molecules or ions with the total composition C5H13N (ωB97M-V/def2-TZVPD).

The geometry in XYZ format:
```
19
Properties=species:S:1:pos:R:3
C -2.57579 0.95376 0.32326
N 0.96716 -1.35264 -1.00297
C 2.09330 0.85178 -0.46049
C 0.90523 0.67278 0.43556
C 0.03619 -0.41846 -0.19087
C -0.95510 -0.94683 0.73482
H -3.56133 0.55931 0.36523
H -1.93201 0.15188 1.14094
H -2.43246 1.50964 1.26421
H -2.38478 1.57774 -0.54186
H 3.05788 0.89609 -0.00812
H 1.88074 -0.63628 -0.77888
H 1.75899 1.51293 -1.29174
H 0.38771 1.66402 0.49222
H 1.11382 0.34803 1.48138
H 0.30866 -2.08401 -1.35662
H -1.44504 -1.88719 0.44550
H -0.27033 0.22066 -1.05630
H -0.85273 -0.89201 1.81358
```

- M (g mol⁻¹) = 87.166
- lowest unoccupied orbital energy (eV) = -1.847


On energetic grounds, arrangement P is preferred over the next structure by 8.781 eV.


Arrangement P

Entry from OMol25: 2 unconnected molecules or ions with the total composition C5H13N (ωB97M-V/def2-TZVPD).

The geometry in XYZ format:
```
19
Properties=species:S:1:pos:R:3
C -1.17514 1.58870 -2.68896
N -0.90132 -0.26317 -0.11242
C -0.62624 -1.41021 2.35632
C 0.65301 -1.03097 1.77287
C 0.61649 0.23421 0.37382
C 1.86360 0.31049 -0.36495
H -1.01127 0.52176 -2.54198
H -1.40051 1.85757 -1.66905
H -0.25489 2.01638 -2.91682
H -1.88874 2.00980 -3.39988
H -0.99570 -2.46051 2.33649
H -1.15404 -0.88067 0.80667
H -1.08431 -0.69926 3.09825
H 1.25567 -0.45499 2.47143
H 1.38762 -1.71092 1.26923
H -0.53833 -0.84358 -0.88781
H 2.07401 -0.37818 -1.18493
H 0.34241 0.88055 1.13919
H 2.83769 0.71301 0.14252
```

- M (g mol⁻¹) = 87.166
- lowest unoccupied orbital energy (eV) = -1.126


Arrangement Q

Entry from OMol25: a single C5H13N molecule (ωB97M-V/def2-TZVPD).

The geometry in XYZ format:
```
19
Properties=species:S:1:pos:R:3
C -1.37004 1.43115 1.22657
C -0.00236 0.83218 1.53399
C 0.32662 -0.47075 0.75975
C 0.03936 -0.43780 -0.74143
C 0.15964 -1.85985 -1.33700
N 0.87907 0.47060 -1.51306
H -1.47617 1.61382 0.16043
H -2.14280 0.78158 1.62836
H -1.42232 2.41310 1.70865
H -0.03783 0.50466 2.58580
H 0.78451 1.58342 1.44189
H -0.25049 -1.27988 1.21123
H 1.39208 -0.62269 0.90763
H -1.01145 -0.15153 -0.89351
H 0.39657 -1.80005 -2.39792
H 0.89767 -2.44122 -0.79034
H -0.80063 -2.36845 -1.28180
H 1.77977 0.05508 -1.72153
H 1.10582 1.32346 -1.00698
```

- M (g mol⁻¹) = 87.166
- lowest unoccupied orbital energy (eV) = 1.142
- SMILES = CCC[C@H](C)N


Arrangement R

Entry from OMol25: a molecular structure, C5H13N (ωB97M-V/def2-TZVPD).

The geometry in XYZ format:
```
19
Properties=species:S:1:pos:R:3
C 1.19222 2.60664 -0.77484
C 0.35436 1.49846 -1.09153
C -0.28808 0.70130 -0.18719
C -1.06150 -0.45579 -0.66904
C -0.09596 0.77487 1.30547
N -0.87604 -2.51319 0.71983
H 1.38355 3.26394 -1.57765
H 1.36680 2.96433 0.22683
H 1.72389 -1.56186 0.03167
H 0.23285 1.32718 -2.16024
H 1.88194 -2.28709 -0.07096
H -2.16554 -0.37232 -0.66362
H -0.80471 -0.66873 -1.76446
H -0.84836 -1.43518 -0.12029
H 0.97750 1.04844 1.60820
H -0.75789 1.57454 1.73671
H -0.29202 -0.23288 1.71817
H -1.47259 -3.26599 0.19703
H -0.45041 -2.96667 1.53591
```

- M (g mol⁻¹) = 87.166
- lowest unoccupied orbital energy (eV) = -1.877


On energetic grounds, arrangement Q is preferred over the next structure by 6.617 eV.


Arrangement P

Entry from OMol25: a single C5H13N molecule (ωB97M-V/def2-TZVPD).

The geometry in XYZ format:
```
19
Properties=species:S:1:pos:R:3
C -0.77065 -1.52740 -0.97113
C -0.75869 -0.11734 -0.38103
C -1.45972 -0.11152 0.96858
C 0.65533 0.44578 -0.33329
C 0.71535 1.85178 0.23575
N 1.53342 -0.43186 0.47129
H -0.30001 -1.56599 -1.94796
H -0.22559 -2.21588 -0.32068
H -1.79026 -1.91707 -1.03667
H -1.37105 0.50894 -1.04677
H -1.51758 0.90843 1.35937
H -0.96458 -0.74879 1.69276
H -2.49000 -0.45871 0.85007
H 0.99595 0.50835 -1.38230
H 0.06802 2.54402 -0.29889
H 1.73946 2.21964 0.20884
H 0.47477 1.83140 1.30178
H 2.45852 -0.00510 0.44900
H 1.67943 -1.29024 -0.05336
```

- M (g mol⁻¹) = 87.166
- lowest unoccupied orbital energy (eV) = 1.095
- SMILES = CC(C)[C@@H](C)N


Arrangement Q

Entry from OMol25: 2 unconnected molecules or ions with the total composition C5H13N (ωB97M-V/def2-TZVPD).

The geometry in XYZ format:
```
19
Properties=species:S:1:pos:R:3
C 2.43626 -0.39401 0.59277
C 2.52549 -0.83400 -0.64799
C 3.75982 -0.96466 -1.50422
H 1.60352 -0.62985 1.24358
H 3.16614 0.35193 0.90831
H 1.75116 -1.46844 -1.06537
H 4.43791 -0.09603 -1.47301
H 3.43158 -1.03718 -2.53229
H 4.41332 -1.75752 -1.15076
C -3.65579 0.40508 -0.35241
C -2.49217 1.14209 0.31253
N -1.96445 0.58368 1.55389
H -4.19914 -0.28846 0.28829
H -3.41751 -0.13289 -1.27136
H -4.42261 1.11439 -0.69757
H -2.74436 2.19502 0.43593
H -1.66275 1.17163 -0.40001
H -1.61239 -0.35292 1.39337
H -2.75438 0.49667 2.19285
```

- M (g mol⁻¹) = 87.166
- lowest unoccupied orbital energy (eV) = 1.009
- SMILES = C=CC.CCN


Arrangement R

Entry from OMol25: 2 unconnected molecules or ions with the total composition C5H13N (ωB97M-V/def2-TZVPD).

The geometry in XYZ format:
```
19
Properties=species:S:1:pos:R:3
C -1.97995 0.79025 2.00494
C -0.68063 0.66687 2.22504
N -0.11437 -0.45417 2.83187
H -2.69735 0.03002 2.30729
H -2.36372 1.62909 1.45171
H 0.08487 1.38098 1.92224
H -0.74836 -1.08139 3.29907
H 0.71276 -0.30347 3.38584
C 0.68254 -1.52718 -1.93916
C 0.16873 -0.14435 -1.52300
C 1.15640 0.99130 -1.75225
H 1.54900 -1.83248 -1.36063
H -0.13530 -2.22298 -1.79804
H 1.00448 -1.50814 -2.98296
H -0.68620 0.06906 -2.14908
H -0.20369 -0.20633 -0.50564
H 0.76200 1.92495 -1.37028
H 1.39217 0.99712 -2.81597
H 2.09664 0.80085 -1.23100
```

- M (g mol⁻¹) = 87.166
- lowest unoccupied orbital energy (eV) = 1.109
- SMILES = C=CN.CCC


Arrangement S

Entry from OMol25: 2 unconnected molecules or ions with the total composition C5H13N (ωB97M-V/def2-TZVPD).

The geometry in XYZ format:
```
19
Properties=species:S:1:pos:R:3
C 2.36228 3.43900 1.47055
N 1.78665 3.79374 0.38979
C 0.76047 2.86753 -0.11566
H 2.81494 4.24517 2.05627
H 2.30701 2.44473 1.86656
H 1.07853 2.40797 -1.06227
H 0.00567 3.52366 -0.55710
H 0.47657 1.98361 0.46694
C -0.46867 -1.58472 -1.31340
C -1.30433 -2.78066 -0.80476
C -1.46116 -2.64642 0.74307
H -0.88533 -0.67455 -0.89223
H -0.42151 -1.49017 -2.38680
H 0.52171 -1.63248 -0.83780
H -0.83306 -3.65456 -1.27218
H -2.32901 -2.71362 -1.16339
H -1.37825 -3.53273 1.35780
H -0.67629 -1.93197 1.04862
H -2.35619 -2.06353 1.00599
```

- M (g mol⁻¹) = 87.166
- lowest unoccupied orbital energy (eV) = 0.931
- SMILES = C=NC.CCC


On energetic grounds, arrangement P is preferred over the next structure by 0.918 eV.